1.
This record from the OMol25 dataset describes C5HCl2N3S as an isolated structure. The level of theory is wB97M-V/def2-TZVPD.

Calculated values
Gap between HOMO and LUMO   7.635 eV
Total energy   -45550.509 eV
Largest force on an atom   4.82 eV/A
Charge   0
Highest occupied orbital energy   -0.3390 Eh
M   206.057 g mol⁻¹

Atoms and positions in Å:
1 C -1.707 -0.134 0.213
2 C -0.821 -1.168 0.043
3 C 0.537 -0.879 0.128
4 C 0.926 0.554 0.015
5 C -0.172 1.518 0.041
6 H -1.110 -2.153 -0.304
7 N 1.656 -1.655 0.123
8 N 2.219 0.741 -0.096
9 N -1.457 1.151 0.278
10 S 2.961 -0.631 -0.149
11 Cl -3.348 -0.453 -0.209
12 Cl 0.317 3.110 -0.082

Here are the Mulliken charges for atoms 1 to 8, given in e: C 0.452; C -0.591; C 0.712; C 0.454; C 0.344; H 0.360; N -0.633; N -0.536

2.
This record from the OMol25 dataset describes a 2-piece molecular cluster, C5HN4O2 overall. The level of theory is wB97M-V/def2-TZVPD.

Calculated values
Gap between HOMO and LUMO (alpha / beta)   7.247 / 7.249 eV
Total energy   -15243.253 eV
Largest force on an atom   2.30 eV/A
Charge   +1
Highest occupied orbital energy (alpha / beta)   -0.5591 / -0.5588 Eh
M   149.089 g mol⁻¹

Atoms and positions in Å:
1 C -0.011 -2.109 0.060
2 C 0.658 1.466 -0.791
3 C -0.175 -0.706 -0.148
4 C -2.517 0.179 -0.096
5 C 0.939 0.126 -0.399
6 N 0.118 -3.238 0.190
7 N 0.383 2.542 -1.060
8 N -1.376 -0.201 -0.011
9 N 1.762 0.319 1.426
10 O -3.581 0.567 -0.129
11 O 1.945 1.376 1.728
12 H 1.856 -0.322 -0.770

Here are the Mulliken charges for atoms 1 to 8, given in e: C -0.035; C 0.227; C 0.639; C 0.538; C -0.481; N -0.200; N -0.279; N -0.112